(1)
A molecular structure, C61H48FP3SiSn. Source: the Open Molecules 2025 dataset; level of theory: ωB97M-V/def2-TZVPD.

Values from the calculation:
- Orbital gap: 0.215 Ha
- Lowest unoccupied orbital energy: -6.23 eV
- Charge: +2
- 2S+1: 1
- ΔE to the lowest compared entry with this formula, charge and spin: 70.0 kJ/mol
- F_max: 0.04271 hartree/bohr

```
115
C61H48FP3SiSn | the Open Molecules 2025 dataset | ωB97M-V/def2-TZVPD
Sn 0.43 -0.44 0.24
C -6.63 1.30 0.83
C -5.51 1.90 1.35
C -4.26 1.75 0.74
C -4.08 0.90 -0.35
C -5.25 0.29 -0.85
C -6.49 0.44 -0.23
P -2.41 0.51 -1.06
C -2.80 -0.65 -2.42
C -2.36 -0.54 -3.73
C -2.52 -1.59 -4.63
C -3.14 -2.81 -4.22
C -3.61 -2.92 -2.91
C -3.40 -1.86 -2.00
C -2.15 2.07 -2.01
C -3.04 2.54 -2.99
C -2.68 3.65 -3.79
C -1.49 4.36 -3.51
C -0.71 3.96 -2.42
C -1.02 2.83 -1.68
Si -0.08 2.19 -0.18
C -0.83 2.66 1.48
C -1.35 3.96 1.57
C -1.94 4.43 2.75
C -1.93 3.60 3.91
C -1.44 2.28 3.82
C -0.96 1.79 2.62
P -0.27 0.13 2.67
C 1.07 0.06 3.93
C 2.27 0.64 3.57
C 3.39 0.50 4.40
C 3.23 -0.02 5.67
C 1.98 -0.51 6.04
C 0.89 -0.46 5.21
C -1.54 -1.07 3.21
C -1.08 -2.31 3.68
C -2.02 -3.29 4.03
C -3.38 -3.00 4.05
C -3.81 -1.77 3.58
C -2.91 -0.84 3.13
C 1.72 2.78 -0.24
C 1.99 4.06 0.30
C 3.30 4.55 0.43
C 4.39 3.76 0.02
C 4.14 2.49 -0.51
C 2.82 1.99 -0.66
P 2.57 0.26 -1.20
C 4.03 -0.67 -0.82
C 4.12 -1.12 0.49
C 5.33 -1.61 0.99
C 6.49 -1.60 0.18
C 6.35 -1.21 -1.18
C 5.16 -0.68 -1.64
C 2.36 0.17 -2.99
C 2.68 -1.02 -3.63
C 2.57 -1.14 -5.01
C 1.90 -0.19 -5.76
C 1.46 0.96 -5.10
C 1.70 1.16 -3.73
H -7.62 1.44 1.32
H -5.54 2.54 2.24
H -3.47 2.35 1.11
H -5.21 -0.38 -1.70
H -7.33 -0.10 -0.65
H -1.82 0.36 -4.03
H -2.26 -1.48 -5.68
H -3.26 -3.58 -4.97
H -4.00 -3.87 -2.51
H -3.67 -1.96 -0.94
H -3.92 1.99 -3.23
H -3.36 3.87 -4.63
H -1.20 5.17 -4.18
H 0.24 4.50 -2.20
H -1.38 4.57 0.65
H -2.31 5.48 2.78
H -2.28 3.98 4.89
H -1.40 1.62 4.69
H 2.39 1.12 2.59
H 4.39 0.84 4.02
H 4.08 -0.17 6.32
H 1.86 -0.93 7.08
H -0.10 -0.74 5.54
H -0.03 -2.56 3.65
H -1.66 -4.31 4.31
H -4.05 -3.74 4.44
H -4.86 -1.50 3.64
H -3.26 0.08 2.70
H 1.09 4.60 0.58
H 3.43 5.53 0.91
H 5.40 4.18 0.06
H 4.97 1.82 -0.77
H 3.22 -1.12 1.11
H 5.38 -1.96 2.05
H 7.45 -1.93 0.59
H 7.20 -1.27 -1.82
H 5.14 -0.30 -2.68
H 3.14 -1.79 -3.07
H 3.01 -2.02 -5.46
H 1.83 -0.30 -6.85
H 0.93 1.75 -5.66
H 1.42 2.13 -3.26
F 3.06 -6.93 0.05
C 2.31 -5.83 -0.17
C 2.06 -5.43 -1.48
C 1.22 -4.30 -1.65
C 0.60 -3.68 -0.55
C -0.22 -2.44 -0.78
C 0.90 -4.13 0.78
C 1.83 -5.16 0.97
H 2.40 -5.98 -2.36
H 0.96 -3.91 -2.64
H -1.22 -2.51 -0.38
H -0.24 -2.14 -1.83
H 0.40 -3.63 1.62
H 2.09 -5.43 2.01
```

Mulliken population analysis, charges in e, atoms 1 to 2: Sn 1.1879; C -0.8140

(2)
A molecular structure, C14H36BiClIOP3. Source: the Open Molecules 2025 dataset; level of theory: ωB97M-V/def2-TZVPD.

Values from the calculation:
- Orbital gap: 0.232 Ha
- Lowest unoccupied orbital energy: -8.00 eV
- Charge: +2
- 2S+1: 1
- F_max: 0.06647 hartree/bohr

```
57
C14H36BiClIOP3 | the Open Molecules 2025 dataset | ωB97M-V/def2-TZVPD
C 4.75 -3.17 -6.03
C 3.71 -3.30 -4.95
H 4.95 -4.16 -6.48
H 5.67 -2.76 -5.61
H 4.40 -2.48 -6.80
O 3.17 -4.34 -4.63
I 3.11 -1.47 -3.87
Bi 0.39 -0.76 -0.73
P -1.59 0.23 -2.25
C -3.23 -0.54 -1.99
C -1.82 2.04 -2.39
H -2.48 2.28 -3.24
H -1.66 -0.06 -4.67
H -0.84 2.53 -2.55
H 0.02 0.09 -4.08
H -3.64 -0.18 -1.03
H -2.27 2.43 -1.46
C -0.97 -0.35 -3.87
H -3.91 -0.28 -2.81
H -0.88 -1.45 -3.86
H -3.10 -1.63 -1.95
P 2.14 -0.61 1.24
C 1.72 -1.67 2.67
C 3.54 -1.37 0.34
H 2.90 1.68 0.96
H 3.57 0.96 2.45
H 1.87 1.52 2.41
C 2.67 1.04 1.82
H 3.79 -0.77 -0.54
H 4.42 -1.44 0.99
H 2.58 -1.80 3.34
H 1.41 -2.66 2.30
H 3.26 -2.38 0.01
H 0.88 -1.22 3.23
Cl 1.64 1.28 -1.63
C -0.10 1.54 4.40
C -1.18 0.75 3.70
P -0.92 0.45 1.90
C -2.37 -0.71 1.65
C -3.75 -0.30 2.13
C -1.07 2.22 1.32
C -2.25 3.06 1.76
H 0.86 1.03 4.35
H -0.38 1.62 5.46
H -0.04 2.56 4.00
H -1.29 -0.24 4.17
H -2.15 1.26 3.77
H -2.38 -1.00 0.58
H -2.05 -1.60 2.22
H -4.16 0.58 1.61
H -4.42 -1.15 1.92
H -3.77 -0.14 3.21
H -0.14 2.70 1.69
H -0.99 2.22 0.22
H -2.28 3.19 2.85
H -2.12 4.07 1.34
H -3.22 2.68 1.40
```

natural (NBO) population analysis, charges in e, atoms 1 to 2: C -0.7358; C 0.5343

(3)
A single C5H5N molecule. Source: the Open Molecules 2025 dataset; level of theory: ωB97M-V/def2-TZVPD.

Values from the calculation:
- Orbital gap: 0.336 Ha
- Lowest unoccupied orbital energy: 0.92 eV
- 2S+1: 1
- SMILES string: C#CNC=C=C
- ΔE to the lowest compared entry with this formula, charge and spin: 435.5 kJ/mol
- F_max: 0.07387 hartree/bohr

```
11
C5H5N | the Open Molecules 2025 dataset | ωB97M-V/def2-TZVPD
C -1.17 -1.85 -1.39
C -0.41 -1.65 -0.48
N 0.42 -1.25 0.49
C 0.20 0.01 1.14
C 0.25 1.13 0.44
C 0.42 2.26 -0.19
H -1.83 -2.29 -2.16
H 0.87 -2.01 0.92
H 0.27 0.11 2.15
H -0.34 2.83 -0.64
H 1.32 2.72 -0.28
```

natural (NBO) population analysis, charges in e, atoms 1 to 2: C -0.3382; C 0.1569

(4)
A molecular structure, C5H6OS2. Source: the Open Molecules 2025 dataset; level of theory: ωB97M-V/def2-TZVPD.

Values from the calculation:
- Orbital gap: 0.335 Ha
- Lowest unoccupied orbital energy: 0.37 eV
- 2S+1: 1
- ΔE to the lowest compared entry with this formula, charge and spin: 269.0 kJ/mol
- F_max: 0.10529 hartree/bohr

```
14
C5H6OS2 | the Open Molecules 2025 dataset | ωB97M-V/def2-TZVPD
C -0.38 0.44 0.04
C -1.39 0.11 1.12
C -1.77 -0.92 0.02
C -1.49 -0.01 -1.02
C 0.45 -0.75 0.04
H -0.77 2.39 0.36
H -1.06 -0.44 2.15
H -2.20 0.83 1.31
H -2.45 -1.81 0.14
H -2.27 0.78 -1.12
H -0.97 -0.42 -1.92
O -0.48 -1.70 -0.18
S 0.45 1.97 -0.10
S 2.12 -0.78 0.06
```

natural (NBO) population analysis, charges in e, atoms 1 to 2: C -0.3169; C -0.4141

(5)
A molecular structure, C16H24F24Na3O12P4. Source: the Open Molecules 2025 dataset; level of theory: ωB97M-V/def2-TZVPD.

Values from the calculation:
- Orbital gap: 0.229 Ha
- Lowest unoccupied orbital energy: -1.80 eV
- Charge: -1
- 2S+1: 1
- F_max: 0.11906 hartree/bohr

```
83
C16H24F24Na3O12P4 | the Open Molecules 2025 dataset | ωB97M-V/def2-TZVPD
Na 4.56 0.62 -4.57
Na -4.95 3.85 -3.64
Na 2.22 5.01 0.01
P -2.90 7.43 0.05
F -1.62 8.43 0.43
F -3.77 8.18 1.18
F -3.44 8.53 -1.11
F -4.15 6.43 -0.32
F -1.99 6.60 -0.97
F -2.53 6.40 1.22
P 0.23 0.52 -1.18
F -1.37 1.06 -1.14
F 0.72 1.81 -2.01
F 0.48 1.28 0.27
F 1.82 0.21 -1.07
F -0.01 -0.83 -0.38
F -0.02 -0.38 -2.57
P 3.40 6.92 5.31
F 3.92 8.18 6.15
F 3.98 7.52 3.97
F 4.78 6.10 5.72
F 2.74 5.69 4.52
F 2.76 6.44 6.69
F 2.19 7.89 4.97
P 5.53 5.75 -5.24
F 4.40 6.12 -4.06
F 5.92 4.58 -4.23
F 4.55 4.67 -5.84
F 6.62 5.37 -6.39
F 4.98 6.87 -6.22
F 6.56 6.84 -4.61
C 3.46 0.44 6.57
C 4.43 -0.66 6.10
C 5.13 -0.50 4.72
O 6.49 -0.32 5.04
C 6.69 -0.58 6.39
O 7.84 -0.72 6.85
O 5.47 -0.77 6.97
H 2.77 0.49 5.73
H 4.08 1.34 6.67
H 2.81 0.20 7.41
H 3.98 -1.65 6.08
H 4.74 0.39 4.22
H 5.11 -1.46 4.20
C 0.92 -5.17 -10.04
C -0.09 -4.33 -9.18
C 0.14 -2.86 -9.45
O -1.12 -2.32 -9.67
C -1.93 -3.32 -9.96
O -3.11 -3.09 -10.16
O -1.31 -4.45 -9.83
H 1.17 -4.65 -10.96
H 0.43 -6.11 -10.27
H 1.73 -5.59 -9.44
H -0.09 -4.57 -8.12
H 0.71 -2.54 -10.33
H 0.67 -2.49 -8.57
C -4.38 -6.18 -0.55
C -5.32 -5.34 -1.50
C -5.94 -4.14 -0.90
O -5.77 -3.14 -1.91
C -4.89 -3.60 -2.90
O -4.66 -3.02 -3.94
O -4.43 -4.85 -2.54
H -3.72 -5.46 -0.08
H -3.84 -7.03 -0.98
H -4.82 -6.83 0.20
H -6.18 -5.94 -1.81
H -5.47 -3.83 0.03
H -6.97 -4.46 -0.76
C -3.87 -1.48 7.22
C -3.62 -2.75 6.23
C -2.61 -2.59 5.18
O -1.94 -3.86 5.05
C -2.19 -4.43 6.31
O -1.47 -5.39 6.65
O -3.09 -3.79 6.97
H -3.01 -0.85 7.42
H -4.26 -1.62 8.22
H -4.68 -0.84 6.89
H -4.56 -3.17 5.87
H -1.91 -1.83 5.52
H -3.09 -2.40 4.21
```

Mulliken population analysis, charges in e, atoms 1 to 2: Na 0.9989; Na 0.9998

(6)
A molecular structure, C23H12Cl4F5N2NiO3S. Source: the Open Molecules 2025 dataset; level of theory: ωB97M-V/def2-TZVPD.

Values from the calculation:
- Orbital gap (alpha / beta): 0.245 / 0.243 Ha
- Lowest unoccupied orbital energy (alpha / beta): 2.31 / 2.29 eV
- Charge: -1
- 2S+1: 3
- ΔE to the lowest compared entry with this formula, charge and spin: 44.3 kJ/mol
- F_max: 0.02105 hartree/bohr

```
51
C23H12Cl4F5N2NiO3S | the Open Molecules 2025 dataset | ωB97M-V/def2-TZVPD
Ni 0.28 -0.24 0.43
Cl 0.36 -0.89 2.64
C 0.07 -2.60 2.76
C -0.06 -3.16 4.01
C -0.30 -4.52 4.13
C -0.41 -5.29 2.99
C -0.27 -4.72 1.74
Cl -0.41 -5.74 0.35
C -0.02 -3.34 1.56
S 0.20 -2.64 0.00
H 0.04 -2.54 4.89
H -0.40 -4.97 5.11
H -0.60 -6.36 3.06
Cl 5.15 -0.69 -0.58
C 3.86 -0.27 -1.66
C 4.15 0.01 -2.99
C 3.16 0.36 -3.87
Cl 3.58 0.71 -5.53
C 1.82 0.44 -3.45
C 0.73 0.81 -4.28
C -0.52 0.88 -3.75
C -0.71 0.57 -2.40
N 0.26 0.21 -1.60
C 1.53 0.15 -2.10
C 2.55 -0.21 -1.14
O 2.26 -0.45 0.07
H 5.18 -0.05 -3.33
H 0.92 1.03 -5.32
H -1.37 1.17 -4.36
H -1.71 0.63 -1.97
N -4.06 1.41 0.58
C -4.29 0.18 -0.16
C -3.03 -0.70 -0.23
O -3.01 -1.69 -0.88
O -2.02 -0.22 0.52
H -4.91 1.76 1.00
H -3.68 2.14 0.00
H -2.34 0.63 0.89
H -4.65 0.30 -1.19
H -5.03 -0.43 0.36
F -1.58 2.50 -0.13
C -0.43 2.83 0.55
C 0.43 1.82 0.94
C 1.54 2.30 1.62
F 2.45 1.44 2.13
C 1.80 3.64 1.86
F 2.90 4.03 2.51
C 0.89 4.60 1.43
F 1.11 5.89 1.67
C -0.24 4.18 0.77
F -1.15 5.08 0.36
```

natural (NBO) population analysis, charges in e, atoms 1 to 2: Ni 1.2660; Cl 0.0244

(7)
A molecular structure, C3H4InO3. Source: the Open Molecules 2025 dataset; level of theory: ωB97M-V/def2-TZVPD.

Values from the calculation:
- Orbital gap (alpha / beta): 0.227 / 0.314 Ha
- Lowest unoccupied orbital energy (alpha / beta): -12.87 / -12.90 eV
- Charge: +2
- 2S+1: 2
- ΔE to the lowest compared entry with this formula, charge and spin: 0.0 kJ/mol
- F_max: 0.15851 hartree/bohr

```
11
C3H4InO3 | the Open Molecules 2025 dataset | ωB97M-V/def2-TZVPD
O -0.24 0.53 1.00
C -0.58 -0.13 -0.04
C 1.63 1.57 -0.90
O -1.69 -0.75 -0.05
O 0.35 -0.52 -0.89
C 1.66 0.09 -0.79
In -1.63 -0.54 1.86
H 2.11 2.19 -0.15
H 1.22 2.03 -1.80
H 2.11 -0.23 0.16
H 2.21 -0.37 -1.63
```

Mulliken population analysis, charges in e, atoms 1 to 2: O -0.4698; C 1.0951

(8)
3 unconnected molecules or ions with the total composition C4H12OSSi. Source: the Open Molecules 2025 dataset; level of theory: ωB97M-V/def2-TZVPD.

Values from the calculation:
- Orbital gap: 0.348 Ha
- Lowest unoccupied orbital energy: 0.42 eV
- 2S+1: 1
- ΔE to the lowest compared entry with this formula, charge and spin: 134.1 kJ/mol
- F_max: 0.07321 hartree/bohr

```
19
C4H12OSSi | the Open Molecules 2025 dataset | ωB97M-V/def2-TZVPD
C 2.46 0.23 -0.81
C -3.24 -2.09 0.40
C 0.96 0.26 -1.02
C 0.19 0.04 0.33
O -1.97 -1.50 0.28
Si -1.65 0.04 -0.11
S -3.02 1.36 -0.69
H 3.08 -0.27 -1.60
H 2.85 1.25 -0.72
H 2.71 -0.45 0.04
H -3.80 -1.70 1.25
H -3.02 -3.07 0.70
H -3.82 -1.95 -0.48
H 0.65 1.33 -1.44
H 0.61 -0.28 -1.83
H 0.59 0.75 1.10
H 0.34 -0.86 0.86
H -2.76 2.86 2.67
H -2.84 3.16 3.46
```

natural (NBO) population analysis, charges in e, atoms 1 to 2: C -0.6249; C -0.2410

Which value of 2S+1 does entry 5 give? 1

The highest F_max belongs to which entry? C3H4InO3

Which formula does entry 3 have? C5H5N

What is the formula in the fifth record? C16H24F24Na3O12P4